ORCA calculation (ωB97M-V with the def2-TZVPD basis set) on 2 unconnected molecules or ions with the total composition C2H7N2 in a non-equilibrium geometry.

Each atom is followed by the atoms it is bonded to, with distances in Å.
Cartesian coordinates (Å):
1 C -1.07532 1.15110 0.26037  N3 1.274, H5 1.043
2 C 0.66457 -1.61832 -0.28904  N4 1.380, H6 1.082, H7 1.075, H8 1.139
3 N -0.10028 1.91371 -0.04007  C1 1.274, H9 1.025, H10 1.033
4 N 0.10961 -1.02750 0.82749  C2 1.380, H11 0.979
5 H -2.03005 1.54576 0.11383  C1 1.043
6 H 1.19240 -0.80209 -0.76363  C2 1.082
7 H 0.06097 -2.24638 -0.91847  C2 1.075
8 H 1.60817 -2.12292 0.10251  C2 1.139
9 H -0.40750 2.86621 -0.26015  N3 1.025
10 H 0.83290 1.47307 0.01033  N3 1.033
11 H -0.85548 -1.13264 0.95683  N4 0.979

Summary:
Total charge ... +1
HOMO (spin up / spin down) ... -15.50 / -14.64 eV
E ... -5155.3454 eV
Lowest unoccupied orbital energy (spin up / spin down) ... -5.75 / -7.00 eV
Kohn-Sham gap (spin up / spin down) ... 9.7 / 7.6 eV